Below is an isolated molecule of C14H17NO2S2, with properties calculated with wB97M-V/def2-TZVPD.

XYZ file:
```
36
Properties=species:S:1:pos:R:3:mulliken_charge:R:1
C 0.177 -1.467 -3.991 -1.307
C 0.309 -1.908 -2.578 0.699
C -0.608 -1.849 -1.579 -0.815
C -0.123 -2.364 -0.353 -0.393
C 1.157 -2.818 -0.404 0.805
S 1.797 -2.608 -2.002 -0.259
C 1.959 -3.392 0.701 -1.249
H 2.670 -4.124 0.324 0.457
H 2.514 -2.607 1.216 0.236
H 1.286 -3.862 1.415 0.331
S -1.083 -2.369 1.134 1.300
O -0.983 -3.646 1.780 -0.703
O -2.387 -1.848 0.834 -0.677
N -0.222 -1.299 2.102 -0.237
H -0.258 -1.622 3.055 0.306
C -0.541 0.105 1.921 -0.740
C 0.420 0.743 0.907 0.029
C 0.033 2.172 0.658 0.005
C 0.613 3.207 1.381 -0.299
C 0.223 4.518 1.170 -0.587
C -0.755 4.810 0.236 -0.404
C -1.342 3.785 -0.487 -0.636
C -0.950 2.475 -0.276 -0.254
H -1.408 1.676 -0.840 0.411
H -2.106 4.008 -1.217 0.384
H -1.060 5.833 0.072 0.373
H 0.684 5.313 1.737 0.373
H 1.378 2.983 2.110 0.370
H 1.437 0.681 1.298 0.387
H 0.372 0.176 -0.023 -0.142
H -1.571 0.197 1.557 0.348
H -0.462 0.628 2.876 0.387
H -1.607 -1.467 -1.681 0.469
H 0.381 -2.292 -4.672 0.356
H 0.886 -0.669 -4.212 0.321
H -0.831 -1.101 -4.170 0.357
```

Values from the calculation:
- ΔE to the lowest compared entry with this formula, charge and spin (eV) = 0.000
- multiplicity = 1
- Kohn-Sham gap (eV) = 9.527
- calculated total energy (a.u.) = -1545.2828
- SMILES string = Cc1cc(S(=O)(=O)NCCc2ccccc2)c(C)s1
- lowest unoccupied orbital energy (eV) = 0.6

---

Below is a 2-piece molecular cluster, C2HClO2S overall in a non-equilibrium geometry, with properties calculated with wB97M-V/def2-TZVPD.

XYZ file:
```
7
Properties=species:S:1:pos:R:3:mulliken_charge:R:1
C 0.777 0.454 0.625 -0.659
C 0.662 1.588 0.051 0.777
O 0.595 2.685 -0.388 -0.364
O -1.924 -2.721 -1.301 -0.300
S -2.092 -1.554 -0.373 0.305
Cl 2.057 -0.680 0.209 -0.140
H -0.076 0.228 1.177 0.381
```

Values from the calculation:
- ΔE to the lowest compared entry with this formula, charge and spin (eV) = 2.504
- multiplicity = 1
- Kohn-Sham gap (spin up / spin down) (eV) = 7.755 / 7.562
- calculated total energy (a.u.) = -1085.5463
- SMILES string = O=C=CCl.O=S
- lowest unoccupied orbital energy (spin up / spin down) (eV) = -1.8 / -1.9

---

Below is a 14-piece molecular cluster, C4H35N2O15 overall in a non-equilibrium geometry, with properties calculated with wB97M-V/def2-TZVPD.

XYZ file:
```
56
Properties=species:S:1:pos:R:3:mulliken_charge:R:1
O 0.640 0.528 -2.076 -1.126
C 0.258 -0.191 -1.084 0.062
N 0.871 -1.265 -0.692 -0.179
C 2.168 -1.517 -1.288 -0.759
O 3.160 -0.922 -0.443 -0.603
C -1.013 0.280 -0.364 -0.860
N -1.857 -0.841 -0.002 0.663
C -3.168 -0.335 0.445 -1.032
H 0.687 -2.488 0.401 0.745
H 2.377 -2.588 -1.359 0.313
H 2.305 -1.044 -2.258 0.391
H -0.546 0.776 0.494 0.509
H -1.486 1.027 -0.991 0.305
H -1.902 -1.494 -0.776 0.058
H -3.783 -0.102 -0.431 0.328
H -3.698 -1.051 1.066 0.235
H -2.991 0.594 0.980 0.398
H 2.368 3.513 -0.547 0.354
H 1.798 2.812 0.650 0.341
O 1.912 3.708 0.294 -0.747
H 3.357 1.376 -1.655 0.325
H 1.941 1.664 -2.152 0.400
O 2.841 2.073 -2.088 -0.789
H -0.881 0.331 3.475 0.362
H -0.956 -0.748 2.450 0.336
O -0.959 -0.632 3.420 -0.793
H 2.359 0.146 2.420 0.628
H 2.568 0.556 0.980 0.278
O 2.763 0.865 1.843 -0.834
H -2.059 -2.662 1.616 0.296
H -0.666 -3.257 1.404 0.384
O -1.629 -3.464 1.365 -0.885
H 1.379 -3.868 0.793 0.216
H 3.027 -1.224 0.452 0.342
O 1.079 -3.036 1.160 -0.827
H 0.806 3.176 2.667 0.316
H 1.275 1.728 2.409 0.225
O 0.557 2.253 2.831 -0.605
H -0.872 -1.088 -2.041 0.720
H -2.117 -0.302 -2.430 0.447
O -1.834 -1.177 -2.109 -1.014
H -0.680 0.601 -3.167 0.276
H -0.843 0.913 -4.604 0.293
O -1.399 0.769 -3.821 -0.694
H 0.710 -0.980 3.463 0.422
H 1.563 -1.872 2.414 0.361
O 1.573 -1.133 3.051 -0.812
H 0.068 2.274 -1.881 0.441
H 0.646 3.654 -1.328 0.344
O -0.153 3.170 -1.560 -0.637
H -1.752 3.577 -0.093 0.355
H -1.997 3.519 1.383 0.306
O -2.171 4.091 0.620 -0.680
H -1.707 -3.098 -1.726 0.371
H -1.917 -3.703 -0.317 0.484
O -2.021 -3.894 -1.265 -0.756
```

Values from the calculation:
- ΔE to the lowest compared entry with this formula, charge and spin (eV) = 2.716
- multiplicity = 1
- Kohn-Sham gap (eV) = 8.442
- calculated total energy (a.u.) = -1411.5679
- lowest unoccupied orbital energy (eV) = 2.6
- charge = -1